Density functional theory data (ωB97M-V/def2-TZVPD) for C12H24NO2Rb as an isolated structure.

Each line ends with the Mulliken charge.
Cartesian coordinates (Å):
Rb (-12.494, -15.605, 8.347)  0.886
O (-12.718, -13.187, 10.234)  -0.850
O (-10.906, -17.066, 6.657)  -0.512
N (-11.462, -12.866, 9.739)  0.707
C (-9.013, -11.313, 9.354)  -0.720
C (-10.065, -11.464, 8.270)  -1.190
C (-10.334, -19.258, 7.368)  -1.050
C (-9.094, -12.492, 10.337)  -1.214
C (-10.237, -18.062, 6.464)  0.795
C (-12.144, -10.470, 9.243)  -1.863
C (-10.534, -14.017, 11.635)  -1.802
C (-10.522, -12.714, 10.850)  1.618
C (-9.273, -18.117, 5.326)  -1.107
C (-11.499, -11.762, 8.774)  1.820
C (-10.864, -11.599, 11.846)  -1.851
C (-12.220, -12.226, 7.506)  -1.952
H (-11.518, -9.916, 9.939)  0.339
H (-13.057, -10.719, 9.797)  0.361
H (-11.793, -13.183, 7.189)  0.272
H (-13.294, -12.376, 7.670)  0.306
H (-8.450, -12.283, 11.196)  0.368
H (-10.788, -20.113, 6.868)  0.308
H (-9.335, -19.576, 7.680)  0.341
H (-10.876, -18.996, 8.274)  0.255
H (-8.735, -13.395, 9.831)  0.299
H (-9.095, -17.114, 4.946)  0.315
H (-9.639, -18.746, 4.513)  0.311
H (-10.541, -14.883, 10.964)  0.206
H (-10.497, -11.873, 12.841)  0.459
H (-9.096, -10.369, 9.900)  0.339
H (-9.675, -14.095, 12.309)  0.459
H (-9.739, -12.246, 7.579)  0.365
H (-10.134, -10.523, 7.710)  0.389
H (-10.410, -10.636, 11.606)  0.332
H (-12.435, -9.861, 8.387)  0.450
H (-12.097, -11.534, 6.672)  0.395
H (-11.431, -14.099, 12.253)  0.358
H (-8.009, -11.300, 8.916)  0.367
H (-11.940, -11.445, 11.930)  0.335
H (-8.318, -18.543, 5.643)  0.354

HOMO energy (Ha): -0.1863
Spin multiplicity: 1
Energy (eV): -19072.01600
Relative energy (zero: lowest compared OMol25 entry of this formula, charge and spin) (eV): 0.0000
Maximum force (eV/Å): 1.29

Density functional theory data (ωB97M-V/def2-TZVPD) for a 2-piece molecular cluster, C5H12N2O overall.

Each line ends with the Mulliken charge.
Cartesian coordinates (Å):
O (0.555, 1.640, 0.183)  -0.797
N (1.375, 0.438, -1.604)  -0.591
N (0.582, -0.878, 0.512)  -0.372
C (-1.349, -0.534, 1.271)  -0.567
C (-1.925, 1.294, -1.033)  -0.677
C (0.433, 0.575, -0.499)  0.833
C (1.814, -0.897, 1.275)  -0.967
C (-1.030, 0.285, -0.989)  -0.485
H (1.884, -1.828, 1.843)  0.320
H (1.060, -0.089, -2.409)  0.211
H (-1.002, 0.372, 1.754)  0.323
H (1.850, 1.318, -1.765)  0.257
H (1.856, -0.003, 1.898)  0.327
H (-2.875, 1.185, -1.543)  0.309
H (-1.166, -1.419, 1.861)  0.305
H (2.683, -0.873, 0.606)  0.337
H (-2.375, -0.544, 0.927)  0.357
H (-1.641, 2.261, -0.627)  0.278
H (-1.230, -0.630, -1.544)  0.312
H (0.501, -1.672, -0.118)  0.288

HOMO energy (Ha): -0.2990
Spin multiplicity: 1
Energy (eV): -10402.10635
Relative energy (zero: lowest compared OMol25 entry of this formula, charge and spin) (eV): 6.3176
Maximum force (eV/Å): 3.57

Density functional theory data (ωB97M-V/def2-TZVPD) for C29H47AlBrCl2F10MgNNaO8P as an isolated structure.

Each line ends with the Mulliken charge.
Cartesian coordinates (Å):
Br (-3.331, -1.559, -3.577)  0.335
Cl (-5.428, -0.762, 0.375)  -0.211
Cl (4.656, -2.102, -4.633)  0.098
P (-4.152, -8.658, 0.383)  0.961
Al (3.456, 4.652, 2.564)  0.347
Mg (2.056, 0.185, 4.142)  0.394
Na (-3.952, -2.280, -0.753)  0.571
F (-3.662, -7.982, 1.789)  -0.311
F (-5.537, -7.823, 0.578)  -0.332
F (-3.559, -7.307, -0.350)  -0.323
F (-3.231, -9.807, 1.072)  -0.318
F (2.246, -0.779, -7.658)  -0.374
F (4.267, 0.128, -5.550)  -0.225
F (4.083, 1.654, -4.064)  -0.267
F (-3.596, -9.197, -1.044)  -0.332
F (-5.302, -9.798, 0.267)  -0.300
F (4.458, -0.508, -3.415)  -0.212
O (1.372, 5.662, 5.357)  -0.329
O (1.928, -0.436, -5.702)  -0.472
O (3.159, -0.220, -0.875)  -0.245
O (0.565, -0.726, 0.326)  -0.484
O (-3.330, -0.577, -5.554)  -0.408
O (-1.179, -3.149, -3.093)  -0.312
O (2.965, 7.286, 5.139)  -0.538
O (1.888, 8.625, 2.670)  -0.636
N (-0.059, 0.938, -2.279)  -0.171
C (2.049, 6.814, 5.766)  0.725
C (-0.030, 4.760, 3.489)  -0.803
C (2.143, 0.642, -1.362)  -2.390
C (3.754, 0.355, -4.317)  0.307
C (4.088, 0.576, -0.112)  -0.837
C (0.939, -0.133, -2.062)  1.596
C (0.519, 3.304, 3.195)  0.183
C (-2.972, -0.082, 1.453)  -0.717
C (0.377, -3.528, 0.026)  -0.355
C (1.007, -2.585, -1.032)  -0.936
C (-0.574, -4.586, -0.312)  -0.625
C (-1.477, -0.523, 1.880)  -0.592
C (-4.023, -1.263, 1.526)  -0.550
C (-1.248, -1.431, -1.282)  -0.525
C (0.440, 1.145, 1.854)  -0.573
C (0.269, -1.180, -1.033)  -0.164
C (1.644, 7.529, 7.097)  -1.017
C (2.205, 0.138, -4.401)  -0.085
C (-2.924, -0.493, -6.820)  -0.553
C (-0.738, -5.372, 2.105)  -0.580
C (1.548, -0.807, -3.339)  -0.844
C (-0.388, 0.169, 0.892)  0.411
C (-1.118, -5.469, 0.706)  -0.781
C (-0.239, 2.571, 1.997)  -0.878
C (-1.665, -2.211, -2.602)  -0.212
C (-0.806, 0.948, -3.543)  -0.898
C (0.193, -4.309, 2.465)  -0.624
C (1.199, 5.666, 3.938)  0.146
C (0.726, -3.436, 1.454)  0.062
H (-1.367, -0.203, 2.937)  0.658
H (1.680, 1.312, -0.582)  0.698
H (4.290, 0.076, 0.868)  0.220
H (2.635, 1.364, -2.085)  0.672
H (-0.907, -4.756, -1.358)  0.597
H (1.400, 9.440, 2.841)  0.318
H (3.716, 1.607, 0.118)  0.299
H (-0.152, 3.170, 1.060)  0.365
H (-0.960, -0.023, -4.059)  0.141
H (-0.353, 1.661, -4.294)  0.406
H (-1.470, -1.642, 1.755)  0.018
H (-1.834, 1.369, -3.348)  0.274
H (0.366, 1.861, -2.170)  0.509
H (2.074, 8.268, 3.547)  0.349
H (-1.626, -2.054, -0.383)  0.281
H (1.522, 1.219, 1.539)  0.952
H (-4.485, -1.355, 2.530)  0.476
H (-1.301, 2.433, 2.329)  0.152
H (1.091, 6.720, 3.599)  0.242
H (2.304, -1.610, -3.121)  0.758
H (2.566, 7.722, 7.697)  0.322
H (1.445, -2.648, 1.787)  0.280
H (0.424, 2.694, 4.135)  0.168
H (1.135, 8.506, 6.880)  0.285
H (2.079, -2.453, -0.716)  0.799
H (0.923, 6.925, 7.697)  0.322
H (-1.827, -6.282, 0.399)  0.423
H (-3.578, -2.237, 1.113)  0.341
H (1.611, 3.274, 2.904)  -0.422
H (-1.883, -0.502, -1.246)  1.134
H (1.734, 1.159, -4.434)  0.343
H (-1.130, -6.069, 2.878)  0.500
H (5.014, 0.702, -0.733)  0.300
H (-3.626, -0.855, -7.589)  0.335
H (0.503, -4.218, 3.533)  0.369
H (-3.004, 0.411, 0.452)  0.383
H (0.719, -1.357, -3.867)  0.389
H (1.051, -3.074, -2.029)  0.707
H (-1.998, -1.051, -7.093)  0.337
H (-0.929, 0.844, 0.188)  0.272
H (-0.661, 4.671, 4.414)  0.324
H (0.496, 0.728, 2.918)  -0.437
H (-3.316, 0.697, 2.189)  0.507
H (1.016, -0.140, -5.877)  0.454
H (2.201, 5.291, 3.482)  0.604
H (-0.593, 5.210, 2.640)  0.461
H (-2.672, 0.523, -7.184)  0.314

HOMO energy (Ha): -0.4482
Net charge: +2
Spin multiplicity: 1
Energy (eV): -196679.16184
Maximum force (eV/Å): 3.13

Density functional theory data (ωB97M-V/def2-TZVPD) for C23H30FN4O3Pt as an isolated structure.

Each line ends with the Mulliken charge.
Cartesian coordinates (Å):
Pt (-1.466, 0.241, -0.072)  1.262
F (-0.612, 0.638, 2.454)  -0.380
O (-3.264, -0.280, 1.876)  -0.601
O (-3.575, -2.321, 2.414)  -0.805
O (-2.037, -1.811, 1.026)  -0.550
N (0.757, -0.227, 0.176)  0.800
N (-3.824, 0.104, -0.877)  -0.470
N (-5.752, -0.084, 0.164)  0.015
N (-2.967, -1.471, 1.783)  1.028
C (0.704, -3.156, -0.744)  -1.457
C (2.507, 3.443, -0.504)  -1.727
C (-4.767, 2.198, 0.116)  -1.134
C (-1.288, 2.169, -0.897)  -1.370
C (-0.606, -1.801, -2.394)  -1.085
C (-5.441, -1.330, -0.308)  -0.526
C (0.967, -0.385, 3.855)  -0.619
C (0.788, -2.294, -2.003)  0.561
C (2.720, -1.009, -2.868)  -0.925
C (-4.253, -1.192, -0.957)  -0.303
C (1.742, -1.126, -1.891)  0.466
C (0.519, -0.114, 2.584)  -0.028
C (1.673, -0.160, -0.863)  -1.524
C (-4.739, 0.749, -0.187)  0.665
C (3.539, 0.999, -1.885)  -0.209
C (3.584, 1.951, 1.175)  -1.332
C (3.633, 0.029, -2.867)  -1.419
C (2.573, 0.937, -0.898)  1.293
C (1.207, -0.502, 1.412)  0.761
C (2.854, -1.510, 2.918)  -0.704
C (2.411, -1.214, 1.648)  -0.610
C (2.148, -1.094, 4.036)  -0.616
C (2.470, 2.048, 0.127)  1.099
H (4.403, 0.085, -3.626)  0.368
H (-2.094, 2.402, -1.596)  0.494
H (2.385, 4.193, 0.276)  0.448
H (1.706, 3.566, -1.229)  0.345
H (3.458, 3.634, -0.997)  0.342
H (-1.292, 2.909, -0.093)  0.377
H (-5.405, 2.721, -0.600)  0.330
H (-6.510, 0.137, 0.787)  0.224
H (2.989, -1.536, 0.791)  0.363
H (4.238, 1.823, -1.895)  0.321
H (-3.756, 2.581, 0.050)  0.123
H (2.772, -1.756, -3.650)  0.359
H (-0.341, 2.259, -1.431)  0.195
H (3.483, 2.764, 1.894)  0.445
H (-0.578, -1.285, -3.352)  0.392
H (2.527, -1.296, 5.027)  0.370
H (4.559, 2.034, 0.696)  0.300
H (-1.292, -2.644, -2.461)  0.430
H (0.129, -2.646, 0.022)  0.124
H (-6.062, -2.184, -0.131)  0.405
H (1.161, -2.933, -2.818)  0.533
H (0.398, -0.018, 4.696)  0.455
H (1.694, -3.384, -0.355)  0.300
H (3.541, 1.008, 1.716)  0.166
H (-0.984, -1.096, -1.624)  -0.217
H (-5.141, 2.377, 1.120)  0.366
H (-3.671, -1.932, -1.466)  0.263
H (1.506, 1.951, 0.633)  -0.083
H (0.198, -4.092, -0.979)  0.527
H (3.773, -2.071, 3.045)  0.374

HOMO energy (Ha): -0.1416
Net charge: -1
Spin multiplicity: 1
Energy (eV): -42402.91797
Relative energy (zero: lowest compared OMol25 entry of this formula, charge and spin) (eV): 1.9405
Maximum force (eV/Å): 2.80

Among the records above, which one has the highest energy? C5H12N2O

Copy entry 2 word for word.
Density functional theory data (ωB97M-V/def2-TZVPD) for a 2-piece molecular cluster, C5H12N2O overall.

Each line ends with the Mulliken charge.
Cartesian coordinates (Å):
O (0.555, 1.640, 0.183)  -0.797
N (1.375, 0.438, -1.604)  -0.591
N (0.582, -0.878, 0.512)  -0.372
C (-1.349, -0.534, 1.271)  -0.567
C (-1.925, 1.294, -1.033)  -0.677
C (0.433, 0.575, -0.499)  0.833
C (1.814, -0.897, 1.275)  -0.967
C (-1.030, 0.285, -0.989)  -0.485
H (1.884, -1.828, 1.843)  0.320
H (1.060, -0.089, -2.409)  0.211
H (-1.002, 0.372, 1.754)  0.323
H (1.850, 1.318, -1.765)  0.257
H (1.856, -0.003, 1.898)  0.327
H (-2.875, 1.185, -1.543)  0.309
H (-1.166, -1.419, 1.861)  0.305
H (2.683, -0.873, 0.606)  0.337
H (-2.375, -0.544, 0.927)  0.357
H (-1.641, 2.261, -0.627)  0.278
H (-1.230, -0.630, -1.544)  0.312
H (0.501, -1.672, -0.118)  0.288

HOMO energy (Ha): -0.2990
Spin multiplicity: 1
Energy (eV): -10402.10635
Relative energy (zero: lowest compared OMol25 entry of this formula, charge and spin) (eV): 6.3176
Maximum force (eV/Å): 3.57

What is the maximum force in the third record? 3.13 eV/Å